1.
This record from OMol25 describes 2 unconnected molecules or ions with the total composition C6H5BrClP. The level of theory is ωB97M-V/def2-TZVPD.

Element x y z (Å)
C1 1.643284 -0.031611 -0.412952
C2 1.347079 -0.980029 0.559082
C3 0.623238 0.663401 -1.050973
C4 0.036951 -1.232604 0.895472
C5 -0.693008 0.423260 -0.718915
C6 -1.002642 -0.519462 0.268599
P1 -2.637995 -1.007807 0.789658
Cl1 0.617691 3.108441 0.719219
Br1 -3.928394 0.531405 -0.056368
H1 2.672606 0.168552 -0.668466
H2 2.142853 -1.518630 1.050634
H3 0.853695 1.391106 -1.810612
H4 -0.197851 -1.970020 1.652202
H5 -1.477508 0.973995 -1.216575

Cartesian forces, eV/Å:
-0.03 0.19 -0.15
0.02 -0.03 0.04
0.15 -0.44 -0.10
-0.11 0.10 -0.03
0.05 0.05 0.06
-0.35 -0.07 -0.05
0.34 -0.25 0.25
-0.01 0.18 0.21
-0.23 0.26 -0.19
0.10 0.01 -0.05
0.08 -0.04 0.04
0.08 0.12 -0.08
-0.02 -0.05 0.05
-0.07 -0.02 0.00

The HOMO energy (spin up / spin down) comes out at -7.71 / -9.74 eV. The energy comes out at -3607.11982 Eh. The gap between HOMO and LUMO (spin up / spin down) is 3.8 / 8.2 eV.

***

2.
This record from OMol25 describes a molecular structure, C6H5BrCuNO3S3Sb in a non-equilibrium geometry. The level of theory is ωB97M-V/def2-TZVPD.

Element x y z (Å)
Cu1 7.294061 4.056451 8.329798
S1 3.908007 3.086019 10.388563
Sb1 4.327975 3.476483 7.984883
S2 5.463579 1.967357 9.557338
S3 5.610254 5.416907 8.538606
O1 10.065833 3.577157 13.761221
C1 9.494809 3.643671 12.544054
C2 8.123887 3.799132 12.406634
C3 7.599620 3.867975 11.150590
N1 8.343274 3.752777 10.053833
C4 9.650807 3.659997 10.199063
Br1 10.749614 3.634156 8.640319
C5 10.291652 3.563396 11.421878
H1 9.422124 3.667097 14.455366
H2 7.474016 3.947165 13.246488
H3 6.530383 3.966910 10.994915
H4 11.368341 3.456261 11.490159
O2 5.992945 3.092158 6.151406
C6 7.200938 3.100840 5.939423
O3 8.117386 3.349652 6.731840
H5 7.559979 2.849302 4.921636

Cartesian forces, eV/Å:
0.19 0.17 0.52
-0.63 -0.14 0.68
0.97 0.75 0.35
-0.01 -0.52 -0.45
-0.97 0.38 -0.34
1.12 -0.12 0.03
-0.45 0.00 0.23
0.24 0.30 0.11
-0.60 -0.35 -0.10
0.80 0.40 -0.47
0.02 -0.26 0.07
-0.26 -0.02 0.19
0.37 0.05 -0.09
-0.54 0.05 0.27
-0.16 -0.11 0.41
0.06 0.15 -0.06
-0.19 0.03 0.04
-1.66 -0.31 -0.24
0.81 -0.40 -1.32
1.13 -0.02 0.39
-0.24 -0.03 -0.22

The HOMO energy comes out at -3.57 eV. As for the total charge: -1. The energy comes out at -6161.59651 Eh. Its energy relative to the best compared isomer or geometry (same formula, charge and spin) is 0.0 kcal per mole. The gap between HOMO and LUMO is 5.9 eV.

***

3.
This record from OMol25 describes a single C6H5Cl2NO2 molecule in a non-equilibrium geometry. The level of theory is ωB97M-V/def2-TZVPD.

Element x y z (Å)
O1 -0.958251 -2.823558 0.524212
N1 -0.164760 -1.886538 0.472083
O2 1.005722 -2.013479 0.103053
C1 -0.559057 -0.745497 1.264952
C2 0.260993 0.336628 1.420428
Cl1 0.039284 1.312240 2.877785
C3 1.299753 0.834828 0.513600
C4 1.270591 0.883315 -0.825462
C5 0.110038 0.374519 -1.570589
C6 -1.191121 0.678670 -1.248931
Cl2 -2.658427 0.094855 -1.836910
H1 -1.615565 -0.985883 1.659523
H2 2.080233 1.283427 1.057339
H3 2.068504 1.356827 -1.355845
H4 0.331732 -0.203299 -2.461981
H5 -1.319668 1.502944 -0.593259

Cartesian forces, eV/Å:
0.04 0.62 -0.77
1.31 -1.54 1.12
-1.20 0.46 -0.41
-1.01 0.74 0.69
-1.49 -1.20 0.00
-0.16 -0.28 -0.92
-0.27 -0.19 0.10
-1.65 -0.07 0.94
-2.08 0.20 -0.72
3.25 0.41 -0.62
-0.20 -0.47 -0.56
2.25 0.84 -0.05
1.18 0.52 0.32
0.46 0.05 -0.25
-0.13 -0.42 0.20
-0.28 0.32 0.94

As for the structure (SMILES): O=[N+]([O-])\C=C(Cl)/C=C\C=C\Cl. The HOMO energy comes out at -9.05 eV. The energy comes out at -1357.05985 Eh. Its energy relative to the best compared isomer or geometry (same formula, charge and spin) is 95.9 kcal per mole. The gap between HOMO and LUMO is 7.7 eV.

***

4.
This record from OMol25 describes a molecular structure, C6H5Cl2NO3TmY in a non-equilibrium geometry. The level of theory is ωB97M-V/def2-TZVPD.

Element x y z (Å)
Tm1 -0.938846 -0.187102 -4.077221
Y1 0.275551 0.056412 -0.875462
Cl1 -1.274011 -1.981166 -2.069586
Cl2 -0.960412 1.875169 -2.314769
C1 1.342816 1.872629 -0.077448
C2 0.182567 -1.921518 -5.099032
C3 0.276999 1.047878 -5.589608
O1 1.883254 2.862035 0.254976
O2 0.510674 -2.859863 -5.669295
O3 0.665085 1.721684 -6.431396
C4 0.398813 0.218534 4.168414
C5 -0.733726 -0.685398 3.666694
C6 -0.709758 -0.730925 2.216410
N1 -0.636028 -0.615092 1.045888
H1 1.391867 -0.174486 3.874619
H2 0.383325 0.306043 5.253874
H3 0.321663 1.239971 3.746061
H4 -0.636626 -1.736783 4.023245
H5 -1.743214 -0.308018 3.953642

Cartesian forces, eV/Å:
-3.98 -0.04 2.04
-2.33 -3.45 1.29
1.24 2.03 -1.14
0.63 -1.53 -0.65
5.24 9.24 3.36
2.24 -5.59 -3.39
2.69 4.16 -5.08
-3.48 -6.33 -2.05
-1.21 3.85 2.37
-1.47 -2.79 3.49
1.10 0.73 -0.55
-0.62 -0.72 -0.18
0.02 0.65 -0.87
0.49 0.16 1.03
-0.53 0.03 0.26
-0.20 -0.16 -0.04
-0.15 -0.47 0.32
-0.13 0.50 -0.06
0.44 -0.27 -0.13

The spin multiplicity is 3. The HOMO energy (spin up / spin down) comes out at -23.85 / -23.85 eV. As for the total charge: +4. The energy comes out at -2554.35698 Eh. The gap between HOMO and LUMO (spin up / spin down) is 6.4 / 6.4 eV.

***

5.
This record from OMol25 describes a single C6H5Cl3NP molecule in a non-equilibrium geometry. The level of theory is ωB97M-V/def2-TZVPD.

Element x y z (Å)
Cl1 -2.574217 -0.623698 2.741676
P1 -2.043485 1.052679 1.630519
Cl2 -2.320436 2.543107 2.834156
Cl3 -3.673256 1.311418 0.445536
N1 -0.596448 1.268775 0.968329
C1 0.087600 0.430626 0.123413
C2 -0.498173 -0.383883 -0.847005
C3 0.319415 -1.239893 -1.530711
C4 1.716172 -1.192031 -1.381106
C5 2.278054 -0.358116 -0.425458
C6 1.481620 0.502025 0.227610
H1 -1.526473 -0.481942 -1.145885
H2 -0.286402 -1.962541 -2.263729
H3 2.362199 -1.879236 -1.972719
H4 3.389097 -0.292506 -0.338901
H5 1.884734 1.305218 0.934275

Cartesian forces, eV/Å:
0.42 0.71 -0.70
2.55 -0.12 -1.76
0.01 0.83 1.08
0.06 -0.46 -0.16
-3.90 0.00 2.17
0.09 0.03 -0.64
0.43 -0.31 0.41
-0.20 -1.72 -2.26
-0.20 -1.81 -0.65
2.05 -0.40 -1.72
-0.58 2.11 2.47
-0.54 0.57 0.73
2.04 1.51 1.44
-0.60 0.60 0.54
-1.08 -0.14 0.03
-0.55 -1.42 -0.97

As for the structure (SMILES): ClP(Cl)(Cl)=Nc1ccccc1. The HOMO energy comes out at -8.18 eV. The energy comes out at -2008.36033 Eh. The gap between HOMO and LUMO is 7.8 eV.

***

6.
This record from OMol25 describes a single C6H5ClFNO2 molecule in a non-equilibrium geometry. The level of theory is ωB97M-V/def2-TZVPD.

Element x y z (Å)
O1 1.493217 -1.267536 1.851561
N1 1.639773 -1.412444 0.608179
O2 2.155020 -2.370052 0.065411
C1 0.890636 -0.474170 -0.292495
F1 1.327253 -0.688569 -1.509097
C2 -0.709511 -1.166208 -0.265325
C3 -1.755588 -0.329872 -0.074800
Cl1 -3.335597 -0.875491 -0.229690
C4 -1.564959 1.113486 0.043336
C5 -0.430875 1.766069 0.018052
C6 0.852176 1.079179 -0.064411
H1 -0.595392 -2.288562 -0.184060
H2 -2.549021 1.447355 0.196971
H3 -0.385449 2.812475 0.124633
H4 1.434255 1.393512 -1.005595
H5 1.534060 1.260832 0.717333

Cartesian forces, eV/Å:
0.50 0.12 -2.81
-0.32 -0.60 2.55
-0.08 0.85 0.56
-5.29 0.22 0.65
0.91 -0.52 -1.83
2.76 0.51 1.35
3.58 -1.31 -1.06
-1.26 -0.48 0.21
-1.24 -1.32 0.07
0.03 -0.72 0.44
2.38 -1.97 -2.40
-0.78 1.46 -0.54
-0.79 1.90 0.08
-0.09 1.12 0.10
-0.85 0.00 1.26
0.54 0.73 1.37

As for the structure (SMILES): O=[N+]([O-])[C@@]1(F)C=C(Cl)C=CC1. The HOMO energy comes out at -9.48 eV. The energy comes out at -996.74966 Eh. Its energy relative to the best compared isomer or geometry (same formula, charge and spin) is 6.9 kcal per mole. The gap between HOMO and LUMO is 9.0 eV.

***

> Number 2 is which compound?

C6H5BrCuNO3S3Sb

***

> The lowest energy belongs to which entry?

C6H5BrCuNO3S3Sb

***

What did the fifth record say?
This record from OMol25 describes a single C6H5Cl3NP molecule in a non-equilibrium geometry. The level of theory is ωB97M-V/def2-TZVPD.

Element x y z (Å)
Cl1 -2.574217 -0.623698 2.741676
P1 -2.043485 1.052679 1.630519
Cl2 -2.320436 2.543107 2.834156
Cl3 -3.673256 1.311418 0.445536
N1 -0.596448 1.268775 0.968329
C1 0.087600 0.430626 0.123413
C2 -0.498173 -0.383883 -0.847005
C3 0.319415 -1.239893 -1.530711
C4 1.716172 -1.192031 -1.381106
C5 2.278054 -0.358116 -0.425458
C6 1.481620 0.502025 0.227610
H1 -1.526473 -0.481942 -1.145885
H2 -0.286402 -1.962541 -2.263729
H3 2.362199 -1.879236 -1.972719
H4 3.389097 -0.292506 -0.338901
H5 1.884734 1.305218 0.934275

Cartesian forces, eV/Å:
0.42 0.71 -0.70
2.55 -0.12 -1.76
0.01 0.83 1.08
0.06 -0.46 -0.16
-3.90 0.00 2.17
0.09 0.03 -0.64
0.43 -0.31 0.41
-0.20 -1.72 -2.26
-0.20 -1.81 -0.65
2.05 -0.40 -1.72
-0.58 2.11 2.47
-0.54 0.57 0.73
2.04 1.51 1.44
-0.60 0.60 0.54
-1.08 -0.14 0.03
-0.55 -1.42 -0.97

As for the structure (SMILES): ClP(Cl)(Cl)=Nc1ccccc1. The HOMO energy comes out at -8.18 eV. The energy comes out at -2008.36033 Eh. The gap between HOMO and LUMO is 7.8 eV.